Record 1
DFT (the ωB97M-V functional and the def2-TZVPD basis) results for a 41-piece molecular cluster, C9H95INO45P overall.

CARTESIAN COORDINATES (ANGSTROEM)
C -1.90 -0.24 3.92
C -1.03 0.74 2.98
C -0.23 -0.13 1.86
O -1.25 -0.67 0.97
C -0.77 -1.81 0.25
O -0.78 -2.91 0.86
O -0.39 -1.57 -1.09
C 0.83 -2.28 -1.46
C 2.04 -2.11 -0.42
C 2.41 -3.43 0.43
C 3.06 -2.88 1.82
I 3.97 -4.62 -0.59
O 1.28 -1.66 -2.73
C 0.14 -1.57 -3.61
N -0.95 -1.56 -4.12
P 0.43 -4.10 -1.91
O 1.45 -4.67 -2.98
H -1.54 -0.22 5.01
H -3.02 0.07 3.91
H -1.88 -1.32 3.49
H -0.33 1.45 3.56
H -1.77 1.38 2.38
H 0.49 0.61 1.33
H 0.43 -0.95 2.34
H 1.88 -1.17 0.23
H 2.98 -1.87 -1.05
H 1.52 -4.07 0.73
H 2.73 -1.80 2.06
H 2.70 -3.54 2.69
H 4.22 -2.93 1.80
H -0.85 -4.05 -2.60
H 0.25 -4.96 -0.78
O -2.40 -5.24 1.82
H -3.27 -5.47 1.46
H -2.28 -4.31 1.57
O 2.71 -2.99 -5.53
H 2.04 -3.47 -5.03
H 2.50 -2.06 -5.37
O -0.18 -1.46 -7.50
H -0.16 -1.22 -6.57
H -1.13 -1.57 -7.69
O -2.62 -8.46 1.89
H -3.49 -8.69 1.53
H -2.50 -7.53 1.64
O -1.06 3.34 1.92
H -1.81 3.92 1.75
H -0.44 3.53 1.20
O 3.89 0.10 -0.78
H 4.79 0.20 -1.14
H 3.34 0.61 -1.39
O -3.84 2.46 3.84
H -4.59 3.05 3.67
H -3.22 2.65 3.12
O 3.28 1.42 1.71
H 4.02 0.98 2.15
H 3.56 1.48 0.79
O 0.28 4.96 -0.13
H 1.17 5.29 -0.29
H -0.29 5.66 -0.47
O -1.50 -8.13 4.74
H -0.57 -7.88 4.80
H -1.70 -8.08 3.80
O 2.33 1.20 -3.15
H 2.40 1.54 -4.05
H 1.67 0.50 -3.22
O -0.20 5.35 -3.02
H -0.26 5.23 -3.98
H -0.70 4.61 -2.66
O -0.08 -6.91 -0.31
H -0.13 -7.02 -1.27
H -0.58 -7.65 0.03
O 3.49 -3.19 4.73
H 3.99 -3.77 5.32
H 3.36 -2.39 5.25
O -3.18 5.88 1.49
H -2.83 6.41 2.21
H -4.14 5.89 1.64
O -4.29 1.82 1.05
H -3.44 1.64 0.63
H -4.60 0.94 1.33
O -6.10 5.49 2.47
H -6.08 5.75 3.40
H -7.04 5.38 2.28
O 6.14 -2.20 5.28
H 7.06 -1.94 5.33
H 5.94 -2.16 4.33
O -5.81 3.71 -1.33
H -5.32 3.13 -0.74
H -5.93 4.52 -0.81
O -0.86 -10.87 3.32
H 0.04 -10.55 3.17
H -1.42 -10.17 2.98
O -2.38 -2.17 -9.55
H -1.49 -2.07 -9.92
H -2.93 -1.65 -10.15
O 0.65 1.81 5.42
H 1.51 1.76 5.84
H 0.34 2.71 5.60
O -3.62 -3.15 -4.56
H -2.69 -2.90 -4.50
H -3.82 -3.09 -5.50
O 1.68 -3.12 7.37
H 1.63 -3.24 6.41
H 1.18 -3.86 7.73
O 2.48 6.27 -3.57
H 1.64 6.01 -3.17
H 3.13 5.72 -3.11
O 5.73 -0.23 3.36
H 6.61 -0.29 2.99
H 5.83 0.38 4.10
O -1.94 0.47 -9.90
H -1.44 -0.13 -9.33
H -2.06 1.26 -9.37
O -3.88 -4.22 -0.66
H -2.95 -3.98 -0.60
H -4.08 -4.17 -1.61
O -8.90 4.15 -1.76
H -9.18 3.36 -2.23
H -7.94 4.05 -1.69
O 1.02 5.24 -5.88
H 1.95 5.49 -5.83
H 0.82 5.29 -6.83
O 1.57 4.08 6.20
H 1.24 4.95 5.93
H 2.52 4.13 6.05
O 1.51 -3.31 -9.41
H 2.01 -3.91 -8.83
H 1.39 -2.52 -8.87
O -6.05 7.71 4.81
H -5.19 7.67 5.24
H -6.36 8.61 4.99
O 2.48 9.28 -2.32
H 2.60 10.01 -2.94
H 2.08 8.58 -2.86
O -3.19 8.31 5.43
H -3.51 9.18 5.16
H -2.24 8.36 5.28
O 4.87 7.82 -5.28
H 4.21 7.21 -4.92
H 5.71 7.42 -5.02
O 6.68 0.72 1.28
H 5.82 0.47 0.92
H 6.78 1.65 1.02
O 0.25 -3.21 3.74
H 1.18 -2.96 3.80
H 0.05 -3.16 2.80
O 6.60 3.17 -0.31
H 7.49 3.28 -0.68
H 6.04 3.67 -0.92
O -2.20 -9.15 -0.88
H -2.18 -8.90 0.06
H -3.14 -9.25 -1.08

strongest force on any atom	0.1124	Eh/bohr
net charge	0
electronic energy	-4479.2927	a.u.
E_HOMO	-0.340	hartree
orbital gap	8.2	eV



Record 2
DFT (the ωB97M-V functional and the def2-TZVPD basis) results for C4H10FN3 as an isolated structure.

CARTESIAN COORDINATES (ANGSTROEM)
C 0.46 -0.82 0.49
C -0.90 -0.39 -0.36
C -0.87 1.04 0.38
C 0.62 0.79 0.69
H 1.06 -2.05 -1.02
H 2.16 -0.37 -0.64
H 0.35 -1.41 1.40
H -0.59 -0.17 -1.35
H -3.17 -0.72 -0.47
H -1.95 -1.91 0.75
H -1.67 0.85 1.23
H 1.17 1.18 1.66
H 2.43 1.35 -0.36
H 0.96 1.97 -1.21
N 1.71 -1.36 -0.16
N -2.11 -1.33 -0.30
N 1.37 1.16 -0.52
F -1.05 2.20 -0.21

strongest force on any atom	0.1054	Eh/bohr
net charge	0
electronic energy	-422.3374	a.u.
E_HOMO	-0.319	hartree
orbital gap	9.5	eV
energy relative to the best compared isomer or geometry (same formula, charge and spin)	128.9	kcal per mole



Record 3
DFT (the ωB97M-V functional and the def2-TZVPD basis) results for a 3-piece molecular cluster, CH8N2O2 overall.

CARTESIAN COORDINATES (ANGSTROEM)
H 0.99 -0.04 2.46
N 1.42 0.72 1.95
C 2.69 0.61 1.88
N 3.49 1.20 0.97
H 3.23 0.19 2.74
H 3.06 1.52 0.13
H 4.47 1.04 1.02
O -3.32 -1.14 -3.63
H -3.11 -1.47 -2.74
H -4.16 -1.63 -3.65
O -2.80 -0.67 -0.55
H -2.43 0.21 -0.65
H -3.53 -0.57 0.08

strongest force on any atom	0.0384	Eh/bohr
net charge	0
electronic energy	-302.8657	a.u.
E_HOMO	-0.331	hartree
orbital gap	9.9	eV
energy relative to the best compared isomer or geometry (same formula, charge and spin)	19.9	kcal per mole
SMILES string	[H]/N=C/N.O.O